(1)
Entry from the Open Molecules 2025 dataset: 2 unconnected molecules or ions with the total composition C20H23 (ωB97M-V with the def2-TZVPD basis set).

XYZ file:
```
43
Properties=species:S:1:pos:R:3:forces:R:3:mulliken_charge:R:1
C -0.896 3.055 -0.987 -0.529 0.385 -0.219 -1.391
C 0.155 2.646 -0.017 0.487 -0.392 -0.060 1.395
C 1.189 1.930 -0.451 -0.092 -0.104 0.075 -1.324
C 0.008 3.050 1.381 0.245 -0.205 0.137 -0.423
C 0.761 2.644 2.399 -0.400 0.052 -0.401 -0.029
C 0.519 3.122 3.779 0.123 0.170 0.783 -1.296
H -1.631 3.709 -0.518 -0.053 -0.009 -0.078 0.366
H -0.461 3.593 -1.829 -0.049 -0.031 -0.017 0.366
H -1.422 2.184 -1.381 -0.062 -0.002 -0.032 0.252
H 1.979 1.611 0.198 0.383 -0.057 0.213 0.302
H 1.267 1.652 -1.484 0.055 -0.092 -0.406 0.336
H -0.787 3.740 1.600 -0.312 0.301 0.005 0.252
H 1.552 1.936 2.222 0.288 -0.191 0.013 0.247
H 1.268 2.760 4.489 -0.111 0.046 -0.116 0.360
H 0.531 4.214 3.817 -0.024 -0.069 0.056 0.327
H -0.461 2.793 4.134 0.046 0.028 0.063 0.290
C -4.832 -1.572 -1.779 -0.116 -0.070 -0.394 -1.449
C -3.440 -1.540 -1.245 -0.260 0.048 0.086 1.095
C -3.207 -1.229 0.090 0.174 0.072 0.326 -0.722
C -1.931 -1.198 0.595 -0.025 0.018 0.109 -0.812
C -0.804 -1.479 -0.211 0.376 -0.019 0.121 1.308
C 0.471 -1.428 0.420 -0.357 -0.005 -0.584 -0.488
C 1.805 -1.649 -0.020 0.176 -0.063 -0.078 1.200
C 2.825 -1.515 0.951 -0.396 0.023 0.013 -0.570
C 4.147 -1.701 0.635 0.191 0.041 0.264 -0.766
C 4.509 -2.028 -0.659 0.087 0.058 0.177 -0.298
C 3.540 -2.171 -1.635 -0.252 -0.035 -0.280 -1.122
C 2.213 -1.988 -1.328 -0.092 0.003 0.009 0.028
C -1.063 -1.791 -1.562 -0.119 -0.049 -0.193 -0.179
C -2.345 -1.818 -2.059 0.499 -0.036 -0.050 -1.293
H -4.847 -1.813 -2.841 0.034 0.006 0.055 0.382
H -5.436 -2.320 -1.264 0.037 0.021 0.114 0.348
H -5.327 -0.607 -1.655 0.037 0.021 0.117 0.346
H -4.044 -1.014 0.732 -0.130 0.052 0.158 0.461
H -1.770 -0.962 1.632 -0.012 0.096 0.266 0.427
H 0.415 -1.168 1.467 -0.050 0.078 0.238 0.180
H 2.548 -1.268 1.961 -0.059 0.083 0.245 0.416
H 4.903 -1.594 1.397 0.063 0.016 0.082 0.417
H 5.548 -2.169 -0.904 0.187 -0.041 -0.065 0.421
H 3.830 -2.427 -2.642 -0.023 -0.030 -0.124 0.440
H 1.491 -2.110 -2.108 -0.071 -0.019 -0.206 0.464
H -0.256 -2.019 -2.226 0.073 -0.047 -0.227 0.371
H -2.514 -2.058 -3.094 0.033 -0.056 -0.195 0.366
```
Forces are in eV/Å.

HOMO level = -10.800 eV
2S+1 = 1
Net charge = +1
ΔE to the lowest compared entry with this formula, charge and spin = 15.75 kcal/mol
Kohn-Sham gap = 5.1 eV
F_max = 0.81 eV Å⁻¹

(2)
Entry from the Open Molecules 2025 dataset: a molecular structure, C20H23AlBN8O3 (ωB97M-V with the def2-TZVPD basis set).

XYZ file:
```
56
Properties=species:S:1:pos:R:3:forces:R:3:mulliken_charge:R:1
Al 1.061 -0.186 -0.625 0.014 0.089 0.041 -1.247
B 2.227 -0.091 2.294 0.000 -0.096 0.062 0.252
N 0.827 0.581 2.056 0.015 0.058 -0.009 -0.335
C 0.077 1.249 2.923 -0.040 -0.041 0.002 0.079
C -1.140 1.574 2.330 0.018 0.042 0.004 -1.231
C -1.048 1.070 1.051 -0.020 -0.060 0.011 -0.100
N 0.139 0.455 0.890 -0.025 0.009 -0.044 0.789
N 3.184 0.383 1.150 -0.034 0.042 0.015 -0.129
C 4.394 0.925 1.240 0.002 0.001 -0.021 -0.048
C 4.860 1.227 -0.036 0.027 -0.008 0.019 -1.147
C 3.837 0.844 -0.879 -0.005 -0.033 0.024 -0.077
N 2.830 0.318 -0.158 0.045 0.055 -0.122 0.690
H 2.097 -1.287 2.238 0.008 0.036 0.020 -0.128
H 2.656 0.302 3.339 0.004 -0.004 -0.015 -0.103
H 0.449 1.447 3.914 0.002 0.003 0.011 0.481
H -1.964 2.108 2.769 0.005 0.013 0.002 0.432
H -1.758 1.110 0.241 0.002 -0.005 -0.007 0.467
H 4.848 1.071 2.205 0.004 0.006 0.013 0.472
H 5.801 1.672 -0.303 0.005 0.007 0.000 0.444
H 3.757 0.928 -1.951 -0.005 0.000 -0.001 0.463
N 4.782 -5.262 -0.765 0.035 -0.013 -0.003 -0.415
C 3.787 -4.759 -0.496 -0.039 0.020 0.003 -0.368
C 2.544 -4.115 -0.175 0.012 0.017 0.018 -0.012
C 1.466 -4.825 0.346 -0.006 -0.012 0.010 -0.136
C 0.297 -4.144 0.633 0.011 -0.028 0.009 -0.993
C 0.235 -2.791 0.377 -0.016 0.066 0.002 -0.173
N 1.275 -2.106 -0.115 0.069 -0.046 -0.069 0.783
C 2.413 -2.753 -0.381 0.016 -0.036 0.031 0.103
H 1.552 -5.889 0.520 -0.001 -0.001 0.006 0.538
H -0.563 -4.655 1.040 -0.005 0.002 -0.006 0.456
H -0.666 -2.224 0.572 -0.004 -0.013 -0.001 0.561
H 3.244 -2.167 -0.751 -0.010 -0.002 -0.022 0.617
C 1.969 0.172 -5.106 -0.027 0.020 0.004 -1.073
C 1.003 1.337 -4.925 0.041 -0.029 0.018 -1.294
C -0.233 0.995 -4.061 0.026 0.063 -0.037 2.876
C -1.137 2.239 -3.919 -0.025 -0.017 0.030 -1.311
C -2.376 2.001 -3.066 0.010 0.008 -0.023 -0.842
C -1.021 -0.112 -4.754 -0.028 -0.011 0.050 -0.265
O -1.503 0.045 -5.842 0.006 -0.002 -0.030 -0.566
N -1.166 -1.320 -4.081 0.008 -0.002 -0.027 0.059
C -0.679 -1.653 -2.834 -0.026 0.069 -0.050 0.411
O -0.852 -2.734 -2.333 -0.009 -0.033 0.008 -0.616
N 0.026 -0.639 -2.186 -0.068 -0.003 0.030 0.042
C 0.237 0.567 -2.715 -0.038 -0.030 -0.044 -0.608
O 0.917 1.302 -1.942 0.038 -0.096 0.087 -0.703
H 2.817 0.474 -5.718 0.007 -0.002 0.000 0.485
H 1.492 -0.673 -5.607 0.002 -0.009 0.001 0.308
H 2.367 -0.182 -4.150 0.007 -0.004 -0.005 0.132
H 0.624 1.666 -5.892 -0.012 0.003 0.003 0.495
H 1.505 2.184 -4.455 -0.007 0.007 -0.010 0.453
H -1.424 2.527 -4.930 0.006 0.003 0.001 0.487
H -0.530 3.042 -3.499 0.003 0.004 -0.013 0.470
H -2.996 1.198 -3.469 -0.003 -0.004 -0.002 0.312
H -2.990 2.899 -3.033 -0.004 0.003 0.017 0.518
H -2.112 1.749 -2.035 0.000 -0.001 0.000 -0.045
H -1.690 -2.040 -4.563 0.010 -0.003 0.010 0.291
```
Forces are in eV/Å.

HOMO level = -12.815 eV
2S+1 = 1
Net charge = +1
Kohn-Sham gap = 9.4 eV
F_max = 0.14 eV Å⁻¹

(3)
Entry from the Open Molecules 2025 dataset: a molecular structure, C20H23AlN5O2S (ωB97M-V with the def2-TZVPD basis set).

XYZ file:
```
52
Properties=species:S:1:pos:R:3:forces:R:3:mulliken_charge:R:1
O 0.498 1.062 -1.237 0.093 0.279 -0.443 -0.394
N 0.093 0.231 -1.995 -0.226 0.221 0.381 0.218
O -0.236 -0.908 -1.375 0.497 -0.539 -0.479 -0.285
Al 1.284 -1.866 -0.805 -0.095 -0.172 0.811 0.128
S 2.984 -1.908 -2.329 0.098 0.217 -0.622 -0.423
H 0.910 -3.342 -0.330 0.012 0.095 -0.428 -0.098
H 1.803 -1.116 0.525 0.159 0.184 -0.170 -0.242
H 2.525 -1.660 -3.587 -0.044 -0.094 0.628 0.080
N 1.153 -1.146 -6.071 -0.361 -0.006 -0.174 -0.380
C 0.865 -0.867 -7.345 0.186 -0.035 0.234 -0.225
C -0.424 -0.799 -7.848 -0.029 -0.005 0.005 -0.378
C -1.479 -1.038 -6.982 -0.072 -0.012 0.032 -0.230
C -1.205 -1.332 -5.657 -0.066 0.028 -0.165 -0.635
C 0.121 -1.371 -5.253 0.379 -0.021 0.116 0.326
H 1.723 -0.690 -7.985 -0.030 0.021 -0.068 0.346
H -0.596 -0.565 -8.891 0.029 0.001 -0.002 0.343
H -2.503 -0.996 -7.336 0.009 0.002 0.000 0.354
H -2.000 -1.524 -4.950 0.049 0.013 0.052 0.361
H 0.383 -1.593 -4.225 -0.113 0.023 0.030 0.066
N -1.170 -4.463 0.439 -0.692 -0.398 0.244 -0.051
C -2.465 -4.617 0.159 0.267 0.120 -0.006 -0.241
C -3.252 -5.636 0.676 0.001 -0.046 0.016 -0.531
C -2.660 -6.551 1.531 -0.016 -0.068 0.047 -0.170
C -1.315 -6.410 1.834 -0.120 -0.025 -0.022 -0.616
C -0.621 -5.352 1.264 0.157 0.271 -0.156 -0.078
H -2.882 -3.878 -0.517 -0.058 -0.007 -0.001 0.354
H -4.300 -5.710 0.415 0.010 0.016 -0.015 0.356
H -3.238 -7.363 1.956 0.004 0.008 -0.004 0.347
H -0.815 -7.103 2.497 0.020 0.020 -0.003 0.349
H 0.433 -5.196 1.471 0.022 -0.009 -0.010 0.344
N 0.191 2.191 3.225 -0.309 -0.162 -0.128 -0.438
C 0.182 1.650 2.000 0.223 0.243 0.257 -0.130
C -0.859 0.885 1.503 -0.285 -0.086 0.102 -0.049
C -1.954 0.660 2.320 0.024 0.035 0.019 -0.449
C -1.968 1.209 3.595 -0.005 -0.021 -0.036 -0.357
C -0.878 1.962 3.994 0.240 0.106 -0.024 -0.362
H 1.060 1.847 1.397 -0.043 -0.105 -0.109 0.446
H -0.809 0.475 0.507 0.107 -0.056 0.037 0.207
H -2.787 0.064 1.969 0.021 -0.010 -0.007 0.402
H -2.805 1.055 4.263 0.022 0.020 0.025 0.354
H -0.844 2.414 4.981 -0.063 -0.026 0.032 0.340
N 1.747 7.428 4.663 0.141 -0.209 -0.142 -0.577
C 2.972 7.643 4.178 -0.229 0.086 0.139 -0.239
C 3.693 6.705 3.457 -0.027 -0.060 -0.004 -0.338
C 3.113 5.467 3.226 0.052 -0.004 -0.022 -0.405
C 1.843 5.217 3.720 -0.002 -0.070 -0.038 0.015
C 1.208 6.227 4.426 0.053 0.308 0.098 -0.212
H 3.386 8.624 4.385 0.067 0.000 -0.037 0.338
H 4.682 6.937 3.087 -0.006 0.026 0.013 0.353
H 3.644 4.705 2.668 -0.023 -0.005 0.003 0.391
H 1.357 4.262 3.561 -0.013 -0.016 0.018 0.342
H 0.212 6.081 4.829 -0.014 -0.076 -0.025 0.371
```
Forces are in eV/Å.

HOMO level = -4.745 eV
2S+1 = 1
Net charge = -1
Kohn-Sham gap = 7.4 eV
F_max = 0.88 eV Å⁻¹